# 1
44
Properties=species:S:1:pos:R:3 method="wB97M-V/def2-TZVPD" homo_ha=-0.435 orbital_gap_ha=0.26250 energy_ha=-2307.1942 lumo_ha=-0.1722 fmax_ev_per_a=0.8 total_charge=+1
O -3.897 3.107 1.701
N -4.892 2.603 1.770
O -5.097 1.663 0.499
C -5.959 0.637 0.802
S -5.362 -0.889 -0.060
C -3.799 -0.433 -0.803
C -2.757 -0.060 0.237
O -2.409 -0.768 1.109
F -2.261 1.148 0.037
H -5.992 0.410 1.874
H -6.980 0.790 0.444
H -4.920 -1.662 0.950
H -3.467 -1.348 -1.305
H -3.962 0.329 -1.563
C 1.768 3.921 -1.255
C 0.909 2.908 -0.484
C 1.010 1.568 -1.220
S 2.614 1.561 -2.031
O 2.418 1.545 -3.458
O 3.476 0.591 -1.401
C 3.091 3.215 -1.532
H 1.922 4.839 -0.691
H 1.282 4.183 -2.198
H 1.297 2.798 0.531
H -0.128 3.233 -0.404
H 0.995 0.705 -0.565
H 0.254 1.467 -1.998
H 3.681 3.663 -2.329
H 3.692 3.121 -0.628
C 3.347 -3.378 1.483
C 2.110 -4.257 1.249
C 0.907 -3.317 1.089
S 1.571 -1.778 0.429
O 1.370 -0.728 1.401
O 1.094 -1.602 -0.923
C 3.285 -2.272 0.433
H 4.270 -3.948 1.398
H 3.312 -2.943 2.484
H 2.245 -4.841 0.337
H 1.950 -4.958 2.066
H 0.163 -3.695 0.392
H 0.440 -3.082 2.044
H 3.896 -1.401 0.655
H 3.515 -2.643 -0.565

# 2
48
Properties=species:S:1:pos:R:3 method="wB97M-V/def2-TZVPD" de_lowest_kcal_mol=1.5 smiles=BrCCBr.BrCCBr.BrCCBr.BrCCBr.BrCCBr.BrCCBr homo_ha=-0.368 orbital_gap_ha=0.37624 energy_ha=-31359.8245 lumo_ha=0.0078 fmax_ev_per_a=1.3 total_charge=0
Br 1.777 3.372 -4.553
C 0.687 3.149 -2.972
C 0.570 4.459 -2.256
Br -0.624 4.292 -0.735
H 1.118 2.378 -2.339
H -0.284 2.798 -3.311
H 0.126 5.217 -2.895
H 1.523 4.810 -1.881
Br -2.619 -2.021 4.634
C -1.034 -0.998 5.045
C -0.156 -1.718 6.042
Br 1.142 -0.442 6.728
H -1.352 -0.026 5.404
H -0.476 -0.872 4.123
H 0.397 -2.539 5.598
H -0.697 -2.082 6.909
Br 5.759 0.282 -2.610
C 4.875 1.943 -2.223
C 4.570 2.014 -0.751
Br 3.530 3.605 -0.406
H 3.979 1.994 -2.840
H 5.481 2.796 -2.524
H 5.510 2.030 -0.206
H 3.966 1.171 -0.433
Br -0.740 0.057 -0.492
C 0.815 0.910 0.249
C 0.995 0.536 1.693
Br 1.522 -1.336 1.863
H 0.684 1.986 0.165
H 1.678 0.598 -0.332
H 0.087 0.682 2.274
H 1.792 1.099 2.174
Br -6.107 0.021 -2.628
C -5.580 -1.231 -1.206
C -4.357 -0.725 -0.543
Br -3.919 -1.986 0.929
H -5.391 -2.170 -1.712
H -6.426 -1.292 -0.533
H -4.433 0.233 -0.045
H -3.486 -0.771 -1.187
Br 1.254 -4.674 -0.311
C -0.475 -4.681 -1.189
C -0.755 -3.359 -1.826
Br -2.548 -3.386 -2.580
H -1.240 -5.003 -0.490
H -0.380 -5.442 -1.959
H -0.076 -3.202 -2.662
H -0.683 -2.477 -1.199

# 3
24
Properties=species:S:1:pos:R:3 method="wB97M-V/def2-TZVPD" de_lowest_kcal_mol=71.8 homo_ha=-0.489 orbital_gap_ha=0.37299 energy_ha=-844.4264 lumo_ha=-0.1164 fmax_ev_per_a=5.5 total_charge=+1
C 2.270 0.359 1.623
C 1.970 0.068 0.377
C 0.000 -0.010 -0.080
C 0.388 2.350 0.024
C -1.930 1.456 0.019
C -1.456 -1.515 -1.291
C 0.314 -2.388 0.180
N -0.524 1.213 -0.105
N -0.445 -1.238 -0.322
Cl 2.951 -0.087 -1.005
H 3.325 0.128 1.844
H 1.657 0.381 2.402
H 0.274 2.767 1.097
H 1.446 1.963 -0.167
H 0.220 3.091 -0.903
H -2.553 0.611 0.241
H -2.056 1.876 0.948
H -2.270 1.947 -0.892
H -1.739 -2.614 -1.245
H -1.035 -1.502 -2.332
H -2.286 -0.796 -1.336
H 0.147 -2.470 1.242
H 1.327 -2.384 0.050
H 0.005 -3.206 -0.371

# 4
205
Properties=species:S:1:pos:R:3 method="wB97M-V/def2-TZVPD" de_lowest_kcal_mol=66.9 smiles=CC1(C)CCCC(C)(C)N1O.CC1(C)CCCC(C)(C)N1O.CC1(C)CCCC(C)(C)N1O.CC1(C)CCCC(C)(C)N1O.COC[C@H](C)N.COC[C@H](C)N.COC[C@H](C)N.COC[C@H](C)N.COC[C@H](C)N homo_ha=-0.310 orbital_gap_ha=0.32796 energy_ha=-3381.8648 lumo_ha=0.0183 fmax_ev_per_a=3.6 total_charge=0
C 20.064 20.089 16.601
C 20.152 19.932 18.140
C 20.703 21.319 18.695
C 19.564 22.380 18.749
C 18.425 21.763 19.603
C 17.769 20.524 18.999
N 18.972 19.543 18.865
O 18.529 18.315 18.263
C 16.736 19.786 19.962
C 17.103 20.878 17.697
C 21.258 18.876 18.452
H 19.567 21.014 16.304
H 19.506 19.236 16.136
H 21.053 20.043 16.210
H 21.153 21.077 19.676
H 21.553 21.700 18.084
H 19.173 22.724 17.773
H 19.863 23.322 19.348
H 17.607 22.495 19.614
H 18.724 21.513 20.614
H 17.282 19.358 20.843
H 15.897 20.447 20.245
H 16.350 18.867 19.471
H 17.700 21.617 17.174
H 16.996 19.970 17.034
H 16.104 21.270 17.844
H 20.888 17.981 17.881
H 21.164 18.711 19.522
H 22.259 19.184 18.139
H 18.536 17.705 18.989
C 18.678 22.084 12.731
C 17.554 21.156 12.396
C 16.882 21.626 11.063
C 17.676 21.253 9.797
C 18.105 19.764 9.689
C 18.729 19.282 10.980
N 17.897 19.738 12.135
O 18.577 19.273 13.272
C 18.765 17.769 10.973
C 20.129 19.845 10.946
C 16.542 21.205 13.541
H 19.115 21.766 13.713
H 18.178 23.071 12.843
H 19.510 22.135 12.102
H 15.912 21.079 11.046
H 16.639 22.744 10.984
H 18.574 21.875 9.650
H 16.995 21.481 8.974
H 18.739 19.620 8.769
H 17.178 19.152 9.536
H 19.415 17.411 11.743
H 17.725 17.355 11.167
H 19.101 17.441 10.019
H 20.228 20.719 10.312
H 20.657 20.030 11.888
H 20.756 19.033 10.579
H 16.967 20.829 14.431
H 15.664 20.535 13.295
H 16.166 22.189 13.699
H 17.892 18.793 13.702
C 14.023 11.405 9.264
C 14.573 12.658 10.040
C 13.523 13.170 11.048
C 14.120 14.224 12.052
C 15.306 13.600 12.758
C 16.398 13.088 11.790
N 15.747 12.172 10.865
O 16.792 11.932 9.807
C 17.106 14.270 11.155
C 17.441 12.201 12.490
C 14.849 13.781 9.043
H 14.728 11.229 8.432
H 13.006 11.636 8.943
H 14.059 10.504 9.841
H 12.802 13.679 10.455
H 13.134 12.198 11.511
H 13.393 14.443 12.755
H 14.395 15.170 11.498
H 14.914 12.713 13.357
H 15.716 14.243 13.515
H 17.480 14.239 10.176
H 16.526 15.167 11.055
H 17.875 14.658 11.861
H 18.274 11.890 11.919
H 17.814 12.605 13.423
H 16.960 11.230 12.762
H 15.035 14.733 9.543
H 13.976 13.823 8.407
H 15.677 13.617 8.391
H 17.277 11.133 10.077
C 22.463 18.083 14.157
C 23.682 17.112 14.145
C 24.620 17.322 15.335
C 24.102 16.798 16.633
C 23.589 15.329 16.513
C 22.654 15.055 15.402
N 23.248 15.676 14.167
O 22.385 15.450 13.042
C 22.644 13.490 15.117
C 21.221 15.547 15.634
C 24.389 17.342 12.819
H 21.623 17.730 13.514
H 22.772 18.953 13.668
H 21.971 18.253 15.107
H 25.635 16.863 15.011
H 24.874 18.333 15.486
H 23.268 17.435 16.977
H 24.891 16.994 17.412
H 23.102 15.201 17.485
H 24.326 14.566 16.362
H 22.096 13.429 14.149
H 23.657 13.195 14.883
H 22.263 12.971 15.994
H 20.627 15.331 14.744
H 20.793 14.984 16.444
H 21.095 16.609 15.856
H 25.240 16.669 12.808
H 24.740 18.411 12.676
H 23.673 17.102 12.030
H 21.637 16.053 13.012
C 13.158 13.576 18.324
C 14.603 13.587 18.664
C 15.423 13.237 17.428
O 15.374 11.836 17.323
C 16.085 11.354 16.237
N 14.855 14.983 19.096
H 12.749 12.642 17.919
H 12.922 14.356 17.603
H 12.622 13.778 19.299
H 14.910 12.889 19.461
H 16.453 13.633 17.497
H 15.074 13.754 16.538
H 15.868 11.898 15.338
H 15.797 10.352 16.053
H 17.220 11.349 16.269
H 15.855 15.144 19.366
H 14.321 15.207 19.868
C 12.829 8.653 15.278
C 11.907 9.845 15.114
C 12.727 11.085 14.802
O 11.939 12.158 14.258
C 10.807 12.471 15.048
N 10.874 9.664 14.064
H 13.478 8.544 14.395
H 12.329 7.741 15.616
H 13.538 8.954 16.116
H 11.385 10.011 16.030
H 13.400 10.871 13.963
H 13.265 11.383 15.729
H 10.221 13.158 14.428
H 11.100 13.052 15.919
H 10.083 11.691 15.334
H 10.817 10.432 13.395
H 11.069 8.849 13.408
C 11.401 17.844 18.981
C 12.938 17.856 18.877
C 13.347 19.080 18.083
O 12.873 18.928 16.726
C 13.070 20.115 15.893
N 13.440 18.031 20.209
H 11.030 17.885 17.947
H 11.136 18.602 19.648
H 11.030 16.857 19.336
H 13.302 16.933 18.363
H 14.449 19.227 18.101
H 12.948 19.999 18.610
H 14.105 20.317 15.759
H 12.665 21.066 16.331
H 12.661 19.969 14.885
H 14.465 18.072 20.270
H 13.143 17.225 20.757
C 14.871 17.967 10.992
C 13.794 19.055 10.945
C 12.445 18.431 10.540
O 12.219 17.267 11.341
C 11.063 16.540 10.837
N 13.769 19.760 12.235
H 14.480 17.138 11.586
H 15.819 18.339 11.359
H 15.085 17.634 9.996
H 14.122 19.839 10.249
H 12.400 18.145 9.511
H 11.669 19.177 10.694
H 11.320 16.045 9.892
H 10.134 17.133 10.681
H 10.984 15.659 11.552
H 13.721 19.088 13.032
H 12.995 20.424 12.214
C 16.987 15.772 15.360
C 16.125 17.007 15.608
C 15.031 16.981 14.580
O 14.160 15.833 14.767
C 12.712 16.084 14.814
N 15.793 17.083 17.033
H 17.566 15.909 14.442
H 16.362 14.873 15.146
H 17.557 15.556 16.270
H 16.798 17.840 15.346
H 15.449 16.810 13.594
H 14.579 17.964 14.522
H 12.387 16.431 13.843
H 12.575 16.807 15.564
H 12.227 15.108 14.993
H 15.188 17.888 17.272
H 15.310 16.266 17.448